Entry from the Open Molecules 2025 dataset: C20H28FN3O3 in the gas phase (the ωB97M-V functional and the def2-TZVPD basis).

```
! wB97M-V def2-TZVPD RIJCOSX def2/J DEFGRID3
* xyz 0 1
O 0.350 -2.058 -0.625
C 0.139 -1.438 -1.646
N 1.132 -0.927 -2.404
C 2.519 -1.019 -2.005
C 3.037 0.210 -1.293
C 4.087 0.088 -0.392
C 4.588 1.196 0.267
C 4.048 2.449 0.043
C 3.004 2.556 -0.853
F 2.455 3.768 -1.089
C 2.493 1.464 -1.529
C -1.263 -1.197 -2.219
C -1.554 0.303 -2.360
C -3.063 0.522 -2.387
C -3.624 0.150 -1.027
O -4.410 0.847 -0.417
N -3.118 -1.001 -0.534
C -3.554 -1.432 0.785
C -2.870 -0.631 1.896
C -1.356 -0.837 1.882
N -0.695 0.026 2.850
C -0.533 1.401 2.401
C 0.602 1.563 1.380
O 1.824 1.061 1.876
C 1.693 -0.299 2.246
C 0.595 -0.470 3.303
C -2.335 -1.895 -1.356
H 0.912 -0.394 -3.228
H 3.128 -1.210 -2.896
H 2.599 -1.880 -1.337
H 4.508 -0.888 -0.199
H 5.399 1.082 0.970
H 4.411 3.325 0.555
H 1.673 1.610 -2.216
H -1.278 -1.656 -3.214
H -1.137 0.850 -1.510
H -1.103 0.701 -3.271
H -3.311 1.564 -2.587
H -3.523 -0.099 -3.160
H -4.635 -1.272 0.852
H -3.342 -2.497 0.893
H -3.272 -0.937 2.862
H -3.114 0.420 1.750
H -1.138 -1.873 2.154
H -0.983 -0.683 0.863
H -1.469 1.759 1.972
H -0.301 2.005 3.284
H 0.771 2.618 1.158
H 0.347 1.040 0.444
H 2.666 -0.597 2.640
H 1.459 -0.908 1.360
H 0.501 -1.521 3.581
H 0.869 0.107 4.193
H -3.007 -2.466 -2.012
H -1.824 -2.601 -0.695
*
```

SMILES: O=C(NCc1cccc(F)c1)[C@@H]1CCC(=O)N(CCCN2CCOCC2)C1
Total energy (eV): -34525.56687
Frontier orbital gap (eV): 8.2464
Highest occupied orbital energy (eV): -7.8130